Computed, not measured: a 2-piece molecular cluster, C2H3N3O2S overall in a non-equilibrium geometry, with ωB97M-V with the def2-TZVPD basis set.

- E_HOMO (eV) = -9.180
- calculated total energy (eV) = -21516.6671
- frontier orbital gap (eV) = 8.41
- energy relative to the best compared isomer or geometry (same formula, charge and spin) (kJ/mol) = 564.3
- 2S+1 = 1

```
11
Properties=species:S:1:pos:R:3:nbo_charge:R:1
C -0.6786 -0.0454 0.2462 0.25
C 0.9508 0.9577 -0.9702 0.64
H -2.3503 -0.4967 2.0348 0.17
H 2.3581 1.9765 -1.6075 0.36
H 2.2516 -1.2598 0.2678 0.42
N -1.1371 1.0991 0.0261 -0.19
N 2.1623 0.9947 -1.2799 -0.73
N 0.4500 -0.3000 -0.4301 -0.16
O 0.0379 1.8157 -0.5543 -0.35
O 0.9383 -1.5414 -0.3218 -0.45
S -1.3768 -1.2778 1.4028 0.04
```

=====

Computed, not measured: one molecule with the formula C3H9N3O in a non-equilibrium geometry, with ωB97M-V with the def2-TZVPD basis set.

- structure (SMILES) = NCNC(=O)CN
- E_HOMO (eV) = -9.381
- calculated total energy (eV) = -9775.0965
- frontier orbital gap (eV) = 10.19
- energy relative to the best compared isomer or geometry (same formula, charge and spin) (kJ/mol) = 42.7
- 2S+1 = 1

```
16
Properties=species:S:1:pos:R:3:nbo_charge:R:1
N 2.0498 1.5706 -1.3199 -0.82
C 1.5944 0.2246 -1.0397 -0.06
N 0.3952 0.1536 -0.1740 -0.64
C -0.6198 -0.6928 -0.4405 0.66
O -0.7682 -1.3034 -1.4810 -0.63
C -1.6850 -0.7654 0.6490 -0.32
N -1.1786 -0.4446 1.9822 -0.84
H 2.1786 2.1268 -0.4786 0.35
H 1.3269 2.0804 -1.8375 0.36
H 1.2735 -0.2248 -1.9777 0.22
H 2.4103 -0.2892 -0.5296 0.18
H 0.3698 0.6802 0.6864 0.41
H -2.3597 0.0655 0.3813 0.21
H -2.3048 -1.6619 0.5778 0.20
H -1.9617 -0.2682 2.6045 0.36
H -0.7207 -1.2514 2.3973 0.36
```

=====

Computed, not measured: C22H27N8S2W as an isolated structure, with ωB97M-V with the def2-TZVPD basis set.

- E_HOMO (alpha / beta) (eV) = -16.693 / -16.762
- calculated total energy (eV) = -58642.0007
- frontier orbital gap (alpha / beta) (eV) = 6.24 / 6.16
- total charge = +3
- energy relative to the best compared isomer or geometry (same formula, charge and spin) (kJ/mol) = 0.0
- 2S+1 = 3

```
60
Properties=species:S:1:pos:R:3:lowdin_charge:R:1
W -0.0843 -1.0014 -1.7568 1.35
C -0.8189 1.9623 4.5612 -0.02
C -0.9800 2.3520 3.0826 -0.56
C -1.7674 3.6699 2.9789 -0.02
C 0.4100 2.5652 2.4877 -0.06
C -1.7532 1.2614 2.3548 -0.14
C -3.0425 0.9212 2.8123 0.02
C -3.8302 -0.0239 2.1958 -0.02
C -3.3134 -0.6626 1.0733 -0.41
S -4.0589 -1.8701 0.0621 1.29
C -2.6937 -1.9277 -0.9179 -0.51
N -1.6969 -1.1056 -0.5320 -0.14
C -2.0395 -0.3583 0.6068 -0.28
C -1.2510 0.5990 1.2410 0.02
C -2.4459 -2.6906 -2.1205 -0.24
C -3.3180 -3.5903 -2.7030 0.02
C -2.9295 -4.2490 -3.8693 0.01
C -1.6875 -4.0041 -4.4404 -0.01
C -0.8125 -3.0913 -3.8582 -0.07
C -1.1751 -2.4167 -2.6916 -0.30
H -0.2426 2.7282 5.0800 0.10
H -0.2954 1.0088 4.6638 0.09
H -1.7762 1.8776 5.0734 0.09
H -1.2285 4.4599 3.5018 0.10
H -2.7546 3.5897 3.4327 0.09
H -1.8947 3.9714 1.9375 0.10
H 0.9263 3.3429 3.0493 0.10
H 0.3732 2.8874 1.4437 0.09
H 1.0109 1.6545 2.5648 0.06
H -3.4425 1.4338 3.6761 0.13
H -4.8207 -0.2499 2.5673 0.14
H -0.2767 0.8597 0.8362 0.09
H -4.2892 -3.7909 -2.2671 0.13
H -3.6026 -4.9592 -4.3301 0.14
H -1.3970 -4.5270 -5.3416 0.13
H 0.1561 -2.9283 -4.3194 0.10
S 1.5670 -2.3298 -0.9983 0.75
C 2.7101 -1.4244 0.0537 -0.66
N 2.3227 -1.0206 1.2435 0.06
C 3.2806 -0.4836 2.2400 -0.12
C 4.6693 -1.0225 1.9427 -0.13
C 5.0244 -0.7609 0.4903 -0.10
N 3.9413 -1.2863 -0.3707 0.07
H 1.3901 -1.2609 1.5482 0.14
H 2.9333 -0.7943 3.2229 0.14
H 3.2549 0.6055 2.1936 0.13
H 4.7134 -2.0917 2.1560 0.14
H 5.3951 -0.5291 2.5863 0.14
H 5.9435 -1.2656 0.2029 0.14
H 5.1404 0.3054 0.2916 0.14
H 4.1822 -1.6584 -1.2785 0.15
N 0.6884 3.6471 -4.0815 0.20
N 0.6618 2.2949 -4.0285 -0.24
N 1.1734 1.5617 -5.0026 0.19
C 1.0553 0.3385 -4.5412 -0.11
N 0.5110 0.3592 -3.3045 -0.17
N 0.2587 1.6416 -2.9965 0.09
H 0.7515 3.9566 -5.0473 0.14
H -0.0886 4.0633 -3.5793 0.14
H 1.3628 -0.5437 -5.0778 0.14
```

=====

Computed, not measured: one molecule with the formula C5H4N4OS in a non-equilibrium geometry, with ωB97M-V with the def2-TZVPD basis set.

- structure (SMILES) = N#CCC(=O)Nc1nncs1
- E_HOMO (eV) = -9.606
- calculated total energy (eV) = -24090.7044
- frontier orbital gap (eV) = 9.95
- energy relative to the best compared isomer or geometry (same formula, charge and spin) (kJ/mol) = 286.8
- 2S+1 = 1

```
15
Properties=species:S:1:pos:R:3:nbo_charge:R:1
N -0.5252 -0.9127 -3.5083 -0.30
C -0.9112 -1.3617 -2.4858 0.26
C -1.4153 -1.8169 -1.2094 -0.65
C -0.8402 -1.0404 0.0976 0.74
O -1.1293 -1.3143 1.1726 -0.51
N 0.0366 -0.0537 -0.2566 -0.64
C 0.6368 0.8484 0.6206 0.12
N -0.0446 1.2501 1.6835 -0.24
N 0.6636 2.1611 2.4031 -0.22
C 1.8935 2.3368 1.8510 -0.26
S 2.1819 1.5144 0.4314 0.46
H -1.3803 -2.9618 -1.0036 0.29
H -2.4347 -1.6419 -0.9853 0.28
H 0.4149 0.0408 -1.1187 0.41
H 2.8535 2.9520 2.3079 0.25
```

=====

Computed, not measured: an isolated ion of composition C6H13O and charge -1 in a non-equilibrium geometry, with ωB97M-V with the def2-TZVPD basis set.

- structure (SMILES) = CCCCCC[O-]
- E_HOMO (eV) = -2.180
- calculated total energy (eV) = -8479.6209
- frontier orbital gap (eV) = 5.90
- total charge = -1
- energy relative to the best compared isomer or geometry (same formula, charge and spin) (kJ/mol) = 30.9
- 2S+1 = 1

```
20
Properties=species:S:1:pos:R:3:nbo_charge:R:1
C -1.9043 1.5879 -1.4799 -0.61
C -0.8546 1.5609 -0.4024 -0.40
C -0.6000 0.1552 0.1466 -0.39
C 0.5863 0.0435 1.0953 -0.41
C 1.7387 -0.7778 0.5174 -0.44
C 1.3132 -2.3153 0.4694 -0.01
O 0.4175 -2.6900 1.3883 -0.95
H -1.6253 0.9083 -2.2960 0.20
H -2.8934 1.2290 -1.1840 0.20
H -2.0235 2.5478 -1.9914 0.19
H 0.1069 1.9969 -0.7334 0.19
H -1.0961 2.2348 0.4306 0.18
H -0.5463 -0.5993 -0.6447 0.20
H -1.5140 -0.0975 0.6825 0.19
H 0.2703 -0.4506 2.0152 0.24
H 0.8667 1.0601 1.4215 0.16
H 1.8468 -0.4756 -0.5369 0.16
H 2.6485 -0.6028 1.0896 0.17
H 0.9698 -2.4724 -0.5745 0.06
H 2.2928 -2.8431 0.5868 0.07
```

=====

Computed, not measured: one molecule with the formula C3H3N3 in a non-equilibrium geometry, with ωB97M-V with the def2-TZVPD basis set.

- structure (SMILES) = C=N/N=C\C#N
- E_HOMO (eV) = -10.553
- calculated total energy (eV) = -7626.6533
- frontier orbital gap (eV) = 9.94
- energy relative to the best compared isomer or geometry (same formula, charge and spin) (kJ/mol) = 279.5
- 2S+1 = 1

```
9
Properties=species:S:1:pos:R:3:nbo_charge:R:1
C 1.8067 -0.6501 0.0350 -0.04
N 0.5218 -0.5257 -0.4391 -0.27
N 0.2194 0.8055 -0.2217 -0.22
C -1.0291 0.9460 -0.0779 -0.01
C -1.9779 -0.1336 -0.1284 0.20
N -2.7060 -1.0276 -0.0255 -0.26
H 2.2533 -1.6005 0.1229 0.18
H 2.4233 0.2513 0.5127 0.19
H -1.5117 1.9346 0.2220 0.23
```

=====

Computed, not measured: one molecule with the formula C2H6OP2 in a non-equilibrium geometry, with ωB97M-V with the def2-TZVPD basis set.

- structure (SMILES) = O=CC(P)P
- E_HOMO (eV) = -8.783
- calculated total energy (eV) = -22792.7016
- frontier orbital gap (eV) = 9.30
- energy relative to the best compared isomer or geometry (same formula, charge and spin) (kJ/mol) = 203.1
- 2S+1 = 1

```
11
Properties=species:S:1:pos:R:3:nbo_charge:R:1
O 2.6621 0.2776 -0.1070 -0.49
C 1.6325 -0.3407 0.0875 0.49
C -0.1545 0.0694 0.5627 -0.96
P -1.0012 -1.5033 0.1567 0.28
P -0.7264 1.5879 -0.1758 0.39
H 1.5225 -1.3432 -0.1783 0.10
H -0.0947 0.1439 1.7299 0.28
H -1.3025 -1.4512 -1.3306 0.00
H -2.3180 -1.1901 0.6060 0.01
H -0.5002 1.4495 -1.4517 -0.04
H 0.2804 2.3000 0.1006 -0.05
```

=====

Computed, not measured: a 6-piece molecular cluster, C59H130F6N3OP3 overall in a non-equilibrium geometry, with ωB97M-V with the def2-TZVPD basis set.

- E_HOMO (eV) = -15.535
- calculated total energy (eV) = -113948.0207
- frontier orbital gap (eV) = 5.86
- total charge = +4
- energy relative to the best compared isomer or geometry (same formula, charge and spin) (kJ/mol) = 0.0
- 2S+1 = 1

```
202
Properties=species:S:1:pos:R:3:lowdin_charge:R:1
P 0.7273 25.0943 18.3447 0.07
F 1.7152 26.2094 18.8759 -0.16
F 0.5996 24.5582 19.8689 -0.18
F -0.5398 26.0961 18.5165 -0.19
F -0.2441 23.9360 17.7424 -0.19
F 0.9292 25.6192 16.8466 -0.18
F 1.9615 24.1027 18.0880 -0.18
C -0.0959 12.6167 22.9520 -0.08
C -0.8509 13.7786 22.3606 -0.25
C -0.0785 14.6519 21.3968 -0.13
N -0.7009 15.8611 20.6724 -0.21
C -1.3671 16.8922 21.6710 -0.09
C -2.2187 17.9283 21.0023 -0.14
C -3.3079 17.3665 19.9437 -0.15
C -2.6743 16.4107 19.0032 -0.21
C -1.7777 15.3453 19.6317 -0.08
C 0.4062 16.6772 19.8879 0.04
H 0.8724 12.9103 23.3574 0.09
H 0.0163 11.7747 22.2689 0.09
H -0.7966 12.2649 23.7091 0.09
H -1.1072 14.4099 23.2115 0.11
H -1.7558 13.3932 21.8907 0.12
H 0.4296 14.1905 20.5500 0.14
H 0.6428 15.2240 21.9804 0.13
H -1.9654 16.2833 22.3488 0.13
H -0.5060 17.2674 22.2240 0.13
H -2.9636 18.3417 21.6821 0.12
H -1.5833 18.7210 20.6072 0.11
H -4.0741 16.8425 20.5150 0.12
H -3.8738 18.1929 19.5138 0.12
H -3.3458 15.8975 18.3149 0.13
H -2.0240 16.9790 18.3381 0.11
H -2.5600 14.7932 20.1526 0.13
H -1.2910 14.6471 18.9507 0.14
H 0.7152 16.0982 19.0176 0.11
H 1.2421 16.8555 20.5643 0.10
H 0.0854 17.6682 19.5669 0.10
C 4.1813 21.2158 7.1101 -0.08
C 4.7875 21.5497 8.5038 -0.24
C 4.8781 20.4432 9.5802 -0.10
N 5.2912 20.8357 11.0715 -0.24
C 4.8101 19.7075 12.0196 -0.09
C 5.2205 20.0573 13.5035 -0.13
C 6.8148 20.1969 13.5609 -0.12
C 7.3135 21.3767 12.5545 -0.14
C 6.8551 21.0791 11.0871 -0.07
C 4.6094 22.2160 11.3772 0.04
H 4.6448 20.2969 6.7511 0.07
H 4.3789 21.9680 6.3464 0.09
H 3.1369 20.9037 7.1138 0.08
H 4.1045 22.3297 8.8401 0.09
H 5.7996 21.9224 8.3459 0.11
H 5.5647 19.6657 9.2453 0.13
H 3.8351 20.1545 9.7100 0.13
H 5.2095 18.8162 11.5356 0.14
H 3.7274 19.7296 11.8951 0.12
H 4.9068 19.1706 14.0544 0.11
H 4.6216 20.8653 13.9237 0.11
H 7.4421 19.3511 13.2794 0.11
H 6.9850 20.4180 14.6146 0.10
H 8.3964 21.5010 12.5509 0.11
H 7.1440 22.3689 12.9727 0.10
H 7.2494 20.1548 10.6648 0.13
H 7.0387 21.7870 10.2788 0.12
H 5.0349 22.5461 12.3250 0.09
H 3.5618 21.9317 11.4759 0.11
H 4.8386 22.9418 10.5970 0.10
C -6.1372 27.6345 22.2873 -0.09
C -4.7561 27.5700 22.9460 -0.27
C -4.6055 26.9370 24.3133 -0.23
C -3.2144 26.4542 24.4902 -0.29
P -2.1241 27.5470 25.3020 0.95
C -0.3644 27.0943 25.5820 -0.21
C 0.0056 25.6568 26.0222 -0.23
C 1.4990 25.3831 26.3189 -0.25
C 2.1715 24.8538 25.0629 -0.12
C -2.0564 29.0817 24.4473 -0.25
C -0.9660 30.1203 24.9147 -0.24
C -1.0745 31.4970 24.3704 -0.28
C -2.3835 32.1674 24.7516 -0.09
C -2.7945 27.8867 26.8837 -0.29
C -2.9522 26.7563 27.9049 -0.24
C -3.5363 27.1005 29.2585 -0.27
C -3.1825 26.1257 30.3260 -0.12
H -6.3588 26.7452 21.6973 0.08
H -6.3611 28.4917 21.6523 0.07
H -6.8815 27.8230 23.0610 0.08
H -4.3912 28.5964 22.9088 0.09
H -4.0581 27.1222 22.2386 0.11
H -5.1844 26.0183 24.4081 0.13
H -4.9362 27.6692 25.0500 0.12
H -2.6846 26.3585 23.5424 0.11
H -3.1546 25.4527 24.9163 0.12
H 0.0327 27.8615 26.2467 0.10
H -0.0283 27.3709 24.5827 0.10
H -0.1956 24.7657 25.4277 0.11
H -0.5691 25.3652 26.9013 0.09
H 1.8315 24.7155 27.1138 0.11
H 1.9874 26.3357 26.5241 0.10
H 2.0819 23.7690 25.0044 0.07
H 3.2340 25.0954 25.0340 0.08
H 1.6841 25.1022 24.1201 0.07
H -3.0569 29.5136 24.4274 0.09
H -1.9163 28.7482 23.4190 0.11
H 0.0232 29.8694 24.5316 0.11
H -0.6958 30.0581 25.9688 0.11
H -0.7615 31.6019 23.3316 0.12
H -0.2082 32.0029 24.7966 0.12
H -2.1820 33.1984 24.4610 0.08
H -2.5501 32.2942 25.8213 0.09
H -3.2348 31.7819 24.1905 0.07
H -3.6989 28.4925 26.8266 0.11
H -2.1448 28.5837 27.4129 0.11
H -1.9208 26.4154 27.9947 0.09
H -3.4697 25.8620 27.5577 0.12
H -4.6061 27.2779 29.1485 0.12
H -3.1865 28.0480 29.6683 0.11
H -3.7562 25.2071 30.2026 0.08
H -3.5891 26.3830 31.3041 0.08
H -2.1248 25.9330 30.5055 0.09
C 10.8120 39.2829 20.8888 -0.13
C 11.9879 38.5743 21.3830 -0.30
C 12.5685 37.3557 20.6084 -0.18
C 11.7952 36.0546 21.1345 -0.22
P 11.5859 34.5697 19.9989 1.02
C 10.1009 33.6042 20.3906 -0.23
C 9.7569 32.2960 19.5187 -0.22
C 9.6843 30.8988 20.1835 -0.26
C 9.5730 29.6732 19.1701 -0.07
C 13.1425 33.6356 19.9532 -0.26
C 12.9950 32.3804 19.0885 -0.24
C 14.3049 31.5973 18.7321 -0.23
C 15.5422 32.2136 17.9901 -0.09
C 11.1661 35.2297 18.3470 -0.25
C 10.0681 36.3445 18.2504 -0.22
C 9.1968 36.0637 17.0235 -0.24
C 7.9163 35.2370 17.3376 -0.10
H 9.9023 38.6867 20.8177 0.07
H 10.9090 39.8787 19.9812 0.09
H 10.5942 39.9408 21.7301 0.09
H 12.8213 39.2730 21.3094 0.12
H 11.7750 38.3437 22.4268 0.12
H 12.3998 37.6557 19.5741 0.09
H 13.6433 37.2686 20.7673 0.11
H 12.2915 35.7975 22.0703 0.10
H 10.7511 36.2505 21.3784 0.08
H 9.3631 34.4055 20.3498 0.08
H 10.1849 33.2525 21.4189 0.10
H 10.4493 32.3126 18.6771 0.07
H 8.8005 32.5225 19.0473 0.09
H 8.9396 30.8088 20.9744 0.10
H 10.5066 30.7082 20.8732 0.09
H 10.4790 29.8432 18.5884 0.06
H 8.6138 29.6740 18.6524 0.07
H 9.6680 28.7764 19.7823 0.07
H 13.3661 33.5209 21.0139 0.10
H 14.0374 34.1985 19.6880 0.10
H 12.6827 32.5808 18.0636 0.11
H 12.2423 31.7752 19.5937 0.08
H 14.0017 30.6893 18.2108 0.10
H 14.7098 31.2011 19.6634 0.10
H 15.8527 33.0636 18.5977 0.06
H 15.4390 32.6024 16.9771 0.07
H 16.3904 31.5400 17.8684 0.08
H 12.0677 35.7306 17.9945 0.10
H 11.0725 34.3993 17.6472 0.09
H 9.3020 36.3357 19.0258 0.09
H 10.4055 37.3809 18.2541 0.11
H 8.8247 36.9845 16.5744 0.11
H 9.8351 35.5729 16.2887 0.10
H 8.1652 34.2756 17.7867 0.04
H 7.1928 35.1193 16.5309 0.07
H 7.1760 35.6185 18.0409 0.07
C -1.1282 32.7243 13.6490 0.01
C -1.1595 31.5523 14.6538 -0.42
C -2.4143 31.7145 15.6202 -0.11
C -3.8082 31.5385 14.9812 -0.15
C -3.8445 30.1357 14.2690 -0.11
C -2.6731 29.6743 13.3459 -0.40
N -1.3060 30.2819 13.8557 0.15
O -0.1402 29.8514 13.2083 0.15
C -2.8605 30.3116 12.0142 -0.02
C -2.5629 28.1055 13.3058 0.01
C 0.0826 31.3677 15.5371 -0.01
H -0.5831 32.7589 12.7058 0.11
H -0.4046 33.4229 14.0689 0.10
H -2.1069 33.1624 13.4531 0.09
H -2.3516 32.6817 16.1189 0.13
H -2.4669 31.0183 16.4573 0.13
H -3.9735 32.2832 14.2027 0.10
H -4.6341 31.6133 15.6886 0.13
H -4.8261 29.9809 13.8211 0.14
H -3.7505 29.4045 15.0719 0.11
H -3.7158 30.0001 11.4146 0.12
H -1.9569 30.2447 11.4082 0.10
H -3.1712 31.3472 12.1526 0.09
H -1.5798 27.7799 12.9660 0.08
H -3.2697 27.5414 12.6972 0.11
H -2.4978 27.6448 14.2915 0.09
H 0.0388 30.4484 16.1211 0.10
H 0.2069 32.1636 16.2714 0.10
H 0.9481 31.4030 14.8755 0.09
```